[1]
{
  "formula": "C29H50O19PSSi",
  "method": "the ωB97M-V functional and the def2-TZVPD basis",
  "species": ["C", "H", "C", "H", "C", "H", "H", "H", "O", "H", "H", "H", "H", "C", "O", "O", "H", "H", "C", "H", "H", "C", "H", "O", "O", "H", "C", "C", "O", "H", "C", "H", "C", "H", "C", "H", "O", "H", "O", "H", "Si", "H", "O", "C", "C", "H", "H", "H", "O", "H", "O", "H", "C", "H", "H", "H", "H", "H", "H", "C", "C", "C", "C", "C", "P", "H", "C", "H", "O", "O", "S", "H", "H", "C", "H", "H", "H", "H", "H", "H", "O", "C", "H", "H", "C", "H", "C", "O", "C", "C", "H", "O", "C", "H", "O", "O", "H", "H", "O", "C", "C"],
  "positions_angstrom": [[1.8997, 4.7404, 5.6161], [-0.9514, -1.2643, 1.0098], [-4.8437, -5.8463, 4.3180], [1.4849, 4.7359, 3.4984], [-4.8759, -1.4520, -2.3812], [1.5360, -0.1296, -4.3017], [-5.6239, -4.3300, -0.9606], [5.2358, 2.0868, -5.5027], [-0.8259, 4.0392, -5.2455], [0.1214, -0.7567, -3.4829], [-1.9384, 0.1760, 1.2675], [6.3261, 2.6101, -4.2464], [4.1087, 5.9167, 3.5326], [3.1877, 3.7676, -5.0617], [4.5544, 0.3905, -0.1376], [-1.5149, -0.2255, -5.7245], [-5.6317, -5.2680, 6.2555], [-3.3035, -4.3288, 4.6339], [4.9245, 1.1616, -3.5591], [5.0638, 0.2288, -4.1056], [5.5236, 1.1355, -2.6542], [2.3003, 2.5120, -5.1611], [-3.5187, 0.0182, 3.7851], [-5.5079, -5.0260, 1.0700], [3.1167, 1.6497, 4.9188], [-4.7218, -2.3896, -0.4521], [-2.3455, -1.4461, 2.6586], [4.4496, 3.6234, -4.2061], [1.8707, 3.3169, 5.7935], [2.6144, 6.6711, 2.9931], [-0.1169, 4.1159, -4.2305], [-4.9653, -3.6863, 4.5831], [5.2824, 2.3633, -4.4490], [-6.6927, -6.3263, 5.3153], [-2.5156, -0.3971, 3.7341], [4.2159, -0.4101, 3.5504], [-1.5593, -0.9427, -1.9026], [0.2879, -0.9553, -7.6513], [-3.7557, -0.5803, -2.2158], [0.9206, 5.1638, 5.8236], [0.9046, 2.5316, -3.9043], [2.6365, 5.1608, 6.3053], [-4.2065, -4.2864, 2.7602], [0.5570, -0.2651, -6.8549], [-0.1664, -0.6377, -5.5769], [1.6336, -0.2710, -6.7044], [5.0832, 4.4810, -4.4462], [2.1084, 0.7238, 3.2985], [-2.2328, -1.1425, 4.9305], [2.8914, 1.5966, -5.1552], [0.1009, 5.0718, -3.4640], [3.4345, 4.1192, -6.0621], [-2.6719, -1.3455, -1.9248], [-5.8341, -3.8844, -2.6661], [1.5585, -0.4027, 2.0323], [-0.1524, -1.7320, -5.4768], [0.2458, 0.7318, -7.1630], [3.1150, 6.8425, 4.6678], [1.7914, 2.5126, -6.1267], [-4.2879, -4.4463, 4.1858], [0.4442, -0.0922, -4.2841], [-4.5045, -2.6226, -1.4983], [-5.1134, -3.9666, -1.8506], [-5.6565, -6.1180, 5.5734], [1.6605, 2.8017, -1.7564], [2.5775, 4.5553, -4.6113], [-1.3953, -2.1520, 4.5932], [2.9963, 2.3827, -1.6017], [-0.0578, 1.1945, -3.9600], [4.2019, -1.0172, 1.5877], [0.5459, 1.8994, -0.3850], [1.9700, -2.2566, 3.5089], [-5.7859, -0.9438, -2.0713], [-1.9421, -0.9138, 1.2931], [4.2107, 3.7371, -3.1477], [-4.3455, -4.6826, -2.1349], [-1.7880, 0.4115, 3.6391], [3.3409, -3.0236, 2.7026], [1.6882, 4.1826, -1.5410], [-4.0473, -6.5828, 4.2013], [-0.8330, -2.8451, 5.3804], [2.4259, 0.0924, 2.4804], [-3.2380, -2.0705, 2.5896], [-5.2657, -6.9777, 6.1140], [3.5174, -0.8809, 2.8575], [3.4915, -2.4412, 4.3588], [2.3326, 4.8791, 4.1705], [3.0604, 0.8810, 1.4736], [3.9872, 0.1176, 0.8732], [3.0873, 6.1517, 3.8237], [-4.9555, -1.7378, -3.4330], [-5.6615, -5.9231, 3.1266], [3.0515, -2.2271, 3.3858], [-1.9521, -0.3015, -4.8703], [-3.0643, -2.6149, -1.6388], [-1.3146, -2.2749, 3.2545], [3.8745, 1.1859, -3.2832], [-2.6398, -1.2476, 0.5310], [3.1724, 3.7112, 4.0399], [2.7602, 2.7849, 4.9217], [-5.1612, -5.0748, 2.2068]],
  "homo_ha": -0.1430,
  "gap_ev": 5.632,
  "charge": -1
}

[2]
{
  "formula": "C29H50O23",
  "method": "the ωB97M-V functional and the def2-TZVPD basis",
  "species": ["H", "O", "C", "C", "H", "H", "H", "H", "O", "C", "O", "C", "C", "C", "H", "H", "O", "C", "O", "O", "H", "H", "H", "H", "C", "H", "O", "C", "H", "H", "H", "O", "H", "O", "H", "C", "C", "C", "C", "H", "C", "C", "O", "O", "C", "C", "C", "H", "O", "H", "O", "H", "C", "H", "H", "O", "H", "C", "H", "H", "O", "O", "C", "H", "H", "C", "H", "C", "O", "H", "C", "H", "H", "C", "H", "C", "H", "O", "C", "H", "H", "H", "H", "O", "O", "O", "C", "H", "H", "H", "H", "O", "H", "H", "H", "H", "H", "H", "C", "H", "H", "O"],
  "positions_angstrom": [[-1.7874, -5.0126, -1.5140], [-1.7731, -0.4139, -0.1729], [-2.9637, 3.4541, 3.3083], [-0.7375, 3.6723, 4.5631], [-5.1310, -0.7196, -0.0898], [-6.4301, -0.1525, -1.1583], [-3.2623, 4.3739, 3.8105], [5.1502, 1.6028, -0.9885], [-5.4003, 0.2059, 2.3800], [-1.1520, 1.6822, 3.1464], [-1.0492, 4.8715, -0.5616], [10.1415, -1.4662, -2.6720], [-7.2231, -0.1902, 4.2565], [0.1930, 4.4601, 1.4504], [-2.7505, 3.5966, 2.2524], [-6.0459, -4.0368, 1.1864], [-6.9496, -0.2188, 0.7968], [-5.9432, -0.0033, -0.1996], [0.9742, 4.1417, 6.0437], [4.2164, 5.2084, -1.9264], [10.6312, -1.6289, -1.7140], [9.1153, -1.8260, -2.6319], [3.6219, 1.4190, -1.8940], [-1.5433, -6.7339, -1.1583], [9.5529, 0.7203, -2.1687], [-3.0572, -6.2011, -1.9085], [0.5838, 6.3066, -0.0096], [4.1015, 3.9648, -1.4636], [-2.9961, 1.7892, -0.8943], [0.4112, 6.5689, -0.9283], [-0.1295, -0.1483, 3.8295], [9.6596, 1.9703, -2.6140], [-2.2144, 2.2078, 4.9050], [-2.8111, -5.7974, 0.1180], [4.0775, 6.2047, -0.1030], [9.0339, 2.9452, -1.7771], [-1.5189, -7.8497, -7.0576], [3.6038, 6.1883, -1.0829], [-0.3410, 3.7129, 6.0054], [10.6820, -1.9948, -3.4514], [1.1255, 4.9303, 4.9021], [-6.5224, -0.0746, 2.0475], [10.1777, -0.0827, -3.0287], [-1.0448, -8.1570, -4.4739], [-1.8146, 2.7707, 4.0665], [-5.1502, -3.8451, 1.7746], [4.6534, 1.7623, -1.9437], [-1.7657, -0.4150, 3.2059], [-4.1331, -4.1319, -0.6435], [-0.1177, 1.9405, 2.9334], [3.5353, 3.6406, -0.4512], [-3.8159, 2.7767, 3.3784], [-0.2148, -8.5269, -5.2627], [-1.6137, -6.8284, -6.6944], [-4.7717, -2.8445, 1.5693], [2.1313, 5.5291, 4.6932], [-1.4548, -7.8459, -8.1414], [-0.5613, -2.3174, -1.5366], [2.5447, 5.9732, -0.9683], [-6.8881, 0.8187, 4.4896], [4.7077, 3.1427, -2.3160], [-1.2712, 1.0699, -1.7987], [-2.2757, -5.9337, -1.2009], [9.4893, 2.9547, -0.7887], [7.9657, 2.7524, -1.6956], [-3.7365, -4.8482, 0.2383], [5.1809, 1.2119, -2.7170], [-1.9510, 2.0693, -1.0282], [0.9523, -9.0925, -4.9602], [-6.4568, -0.9110, 4.5356], [-1.2723, -0.1325, -1.2313], [9.1885, 3.9096, -2.2513], [-1.3066, 5.5412, 2.5985], [-0.2471, 5.2915, 2.6621], [-5.5579, 1.0129, -0.1392], [-0.0189, 4.6529, 3.9935], [-2.3791, -8.4383, -6.7453], [-0.3051, -8.4418, -6.5877], [-0.1633, 5.1994, 0.1963], [0.2580, 6.2593, 2.6512], [-0.0152, -2.8915, -2.2795], [-1.7124, 1.5987, 2.2173], [-0.3493, 3.5232, 1.4267], [-7.5454, -0.3071, 2.8687], [8.9871, 0.3741, -1.1650], [-4.1473, -4.8259, 1.5058], [1.1848, -9.2489, -3.5588], [-8.1384, -0.4035, 4.8001], [-1.5245, 0.2655, 4.7905], [0.4275, -9.8906, -3.1129], [2.1599, -9.7167, -3.4630], [-0.6255, -0.9792, -2.0331], [1.1948, -8.2812, -3.0609], [-1.5616, -2.7310, -1.4186], [-0.0300, -2.3504, -0.5871], [1.2720, 4.3123, 1.4920], [-5.3912, -3.9271, 2.8305], [3.7457, 7.1508, -1.5666], [-1.1337, 0.2662, 3.7718], [-1.4712, 2.1898, -0.0621], [-1.8922, 2.9939, -1.5797], [-1.0731, 3.6628, 6.9400]],
  "homo_ha": -0.3762,
  "relative_energy_kcal_mol": 0.0,
  "gap_ev": 9.909,
  "smiles": "CC[C@H](C)C1=C(CCC(=O)O)C(=O)OC1=O.COC(=O)OC.COC(=O)OC.COC(=O)OC.COC(=O)OC.COC(=O)OC.COC(=O)OC"
}

no.,molar mass (g/mol)
1,793.8
2,766.7